{
  "formula": "C25H15BF3N4O6S",
  "method": "the ωB97M-V functional and the def2-TZVPD basis",
  "species": ["N", "C", "C", "C", "C", "N", "O", "O", "C", "C", "N", "O", "O", "N", "C", "H", "H", "C", "C", "C", "C", "C", "B", "C", "C", "C", "C", "C", "F", "F", "F", "C", "C", "O", "C", "C", "C", "C", "C", "C", "O", "S", "H", "H", "H", "H", "H", "H", "H", "H", "H", "H", "H", "H", "H"],
  "positions_angstrom": [[0.6031, 4.7217, 2.0597], [0.0966, 3.6685, 2.0298], [-0.5262, 2.3918, 1.9961], [-1.8466, 2.1041, 1.6976], [-2.3304, 0.8139, 2.0339], [-3.5172, 0.8525, 2.8103], [-4.1270, 1.9471, 2.8591], [-3.8879, -0.1671, 3.4336], [-1.5206, -0.3456, 2.2002], [-0.2077, -0.0355, 2.5610], [-0.4778, -0.1232, 5.4583], [0.1062, -0.4625, 6.3762], [1.4437, 0.4516, 4.2363], [1.2380, 1.6357, 3.4620], [0.2386, 1.3299, 2.5770], [-2.5249, 2.8642, 1.3193], [-1.8999, -1.2903, 2.5731], [-1.1525, -4.3121, -1.0450], [-1.8383, -3.3291, -0.1794], [-2.7019, -3.6005, 0.8773], [-3.4239, -2.4809, 1.3279], [-3.0832, -1.2761, 0.6434], [1.0375, -0.7305, 3.4256], [-4.1214, -0.3752, 0.1395], [-3.8560, 0.5517, -0.8783], [-4.7872, 1.5406, -1.1824], [-5.9952, 1.5673, -0.4930], [-6.9777, 2.6886, -0.6937], [-8.2193, 2.2017, -1.0050], [-7.1355, 3.4392, 0.4439], [-6.6088, 3.5440, -1.6892], [-6.3231, 0.5882, 0.4318], [-5.4055, -0.4055, 0.7297], [0.7152, -1.9232, 4.2245], [1.4962, -2.9151, 3.7074], [2.3800, -2.3911, 2.7152], [3.4734, -3.1094, 2.2706], [3.6227, -4.4142, 2.7418], [2.7153, -4.9693, 3.6478], [1.6581, -4.2107, 4.1677], [2.1419, -1.0962, 2.4788], [-1.8083, -1.6502, -0.5298], [-1.6097, -5.2974, -0.9201], [-1.2437, -3.9892, -2.0902], [-0.0848, -4.4022, -0.8149], [-2.8603, -4.6169, 1.2196], [-4.1626, -2.5211, 2.1227], [-2.9000, 0.5588, -1.4101], [-4.5631, 2.2993, -1.9233], [-7.2704, 0.6146, 0.9596], [-5.6681, -1.1909, 1.4369], [4.1790, -2.6428, 1.5904], [4.4714, -5.0018, 2.3969], [2.8469, -6.0052, 3.9692], [0.9881, -4.6024, 4.9296]],
  "atomic_forces_ev_per_a": [[-0.9, -1.9, 0.0], [0.5, 2.6, -0.5], [-0.1, -0.7, -0.4], [1.1, 0.3, 0.1], [-0.4, -0.4, 0.8], [-1.2, 0.4, -0.5], [0.2, -1.4, 0.3], [0.2, 1.0, -0.6], [2.2, 1.9, 3.1], [0.8, 0.0, 0.3], [2.3, -0.4, 2.5], [-2.0, 0.9, -2.5], [-0.4, 1.1, -0.9], [-1.3, -1.9, 0.0], [0.7, -0.2, 1.5], [0.1, -0.1, 0.5], [0.1, 0.5, -0.2], [0.7, -0.1, -0.2], [-0.9, 0.2, 1.1], [0.7, 0.1, -0.8], [0.5, 1.4, -0.9], [-1.5, -3.8, -2.1], [-1.1, 0.3, -1.8], [-0.1, 0.6, 0.7], [-0.2, 0.5, 0.1], [0.0, -0.3, 0.3], [-0.2, 0.7, -0.2], [-0.1, 0.1, 0.1], [0.6, 0.5, 0.1], [0.0, -0.5, -1.0], [-0.4, -0.5, 0.6], [0.3, -0.4, 0.2], [0.2, 0.3, -0.3], [0.4, -0.5, -0.6], [1.2, 0.0, -0.2], [0.0, -0.1, 0.9], [-0.4, 0.0, -0.1], [-0.2, -0.5, 0.1], [0.4, -0.1, -0.3], [-0.4, 0.4, -0.1], [-0.2, -0.3, 0.5], [-0.8, -0.4, 0.4], [0.1, 0.1, -0.1], [0.1, -0.3, 0.2], [-0.1, 0.0, 0.0], [0.0, 0.1, 0.1], [0.0, 0.1, -0.3], [-0.3, 0.0, 0.3], [0.0, -0.1, 0.1], [0.0, 0.0, -0.1], [0.2, 0.4, -0.1], [0.0, -0.1, 0.1], [-0.2, 0.0, 0.1], [0.0, 0.3, 0.0], [0.1, 0.0, -0.1]],
  "spin_multiplicity": 1,
  "orbital_gap_ev": 4.73,
  "e_tot_ev": -64072.441,
  "e_above_lowest_ev": 1.818,
  "total_charge": -1
}